(1)
# H20O10

10 unconnected molecules or ions with the total composition H20O10 (ωB97M-V with the def2-TZVPD basis set, the Open Molecules 2025 dataset).

Properties
SMILES string: O.O.O.O.O.O.O.O.O.O
Charge: 0
Orbital gap, Eh: 0.3649

Structure (XYZ):
```
30
Properties=species:S:1:pos:R:3:lowdin_charge:R:1
O 1.64250 -2.77617 -0.36493 -0.031
O 1.72750 2.30983 1.63207 -0.067
O -0.70350 1.24283 -2.83593 -0.028
O -2.93450 1.10883 -1.15993 -0.041
O 1.23950 -0.65617 2.38507 0.001
O -0.78850 -4.26217 0.78507 -0.065
O 1.93550 2.76883 -1.30893 -0.069
O 0.50350 -0.03117 -0.02793 -0.066
O -1.79050 -1.62717 -0.19893 0.009
O -1.29950 1.88883 0.82807 -0.090
H 2.45550 1.69683 1.44607 0.047
H 1.69350 -0.14817 3.05107 0.063
H -0.28250 -0.54517 -0.00693 -0.013
H -1.97050 -1.82717 -1.08493 0.045
H -2.26550 0.78883 -1.77393 0.015
H 2.05150 -3.00717 0.43607 0.006
H 2.25750 1.94883 -1.65193 0.015
H -2.55450 -1.91717 0.27707 0.069
H -0.65050 -3.50917 0.23807 -0.037
H 1.57950 2.48783 -0.41693 0.020
H 0.84050 -0.07317 0.87507 -0.014
H -3.29250 1.93983 -1.38693 0.039
H -0.06850 1.62883 -2.25193 0.008
H 0.06850 -4.63617 1.04607 0.037
H -0.93950 1.89083 -3.49993 0.059
H 0.50950 -1.06117 2.80907 0.059
H 2.15150 3.18083 1.88807 0.097
H -1.97450 1.70983 0.11107 -0.002
H 1.46750 -1.82917 -0.39193 0.005
H -0.60850 1.31483 0.55407 -0.068
```


(2)
# C32H80F6N4O37S10V

A molecular structure, C32H80F6N4O37S10V (ωB97M-V with the def2-TZVPD basis set, the Open Molecules 2025 dataset).

Properties
Charge: -1
Orbital gap, Eh: 0.1403

Structure (XYZ):
```
170
Properties=species:S:1:pos:R:3:lowdin_charge:R:1
V -20.92042 12.81740 4.15198 1.148
S -16.83125 20.18482 6.04824 0.676
S -24.84884 22.63716 -3.77232 0.710
S -21.84071 14.43015 -0.11301 0.734
S -27.32389 14.99729 -8.42176 0.701
S -25.64172 21.90537 4.59112 0.726
S -23.38503 12.41132 -0.08740 0.521
S -28.77767 5.00156 3.45342 0.713
S -13.83788 11.23330 -5.36556 0.714
S -21.97962 8.78488 -10.16929 0.714
S -28.53198 6.72697 -6.09136 0.623
F -22.26320 17.00699 -0.22484 0.129
F -22.75743 16.11881 1.79205 0.118
F -24.09414 15.91300 0.07650 0.144
F -24.66433 10.04889 0.22784 0.120
F -25.33632 11.45339 1.59310 0.140
F -23.33079 10.60760 1.95274 0.094
O -28.74808 5.54720 -5.29159 -0.285
O -26.54008 21.04288 3.83159 -0.308
O -17.32852 19.58396 -1.99322 0.055
O -24.54338 13.15858 -0.66691 -0.348
O -24.38084 22.44541 4.07752 -0.303
O -15.53262 19.21597 6.26282 -0.259
O -23.45590 23.08989 -4.62325 -0.291
O -27.37887 6.91612 -6.91069 -0.268
O -24.96484 21.17419 -3.84708 -0.296
O -21.96507 12.66924 5.31158 -0.320
O -15.50012 11.22317 -5.53298 -0.269
O -23.35888 8.91056 -10.73815 -0.327
O -16.10555 18.30569 -0.77218 0.037
O -28.00185 16.29950 -8.66451 -0.329
O -20.75190 8.84672 -10.99802 -0.321
O -20.10268 14.16226 4.46365 -0.337
O -30.81058 14.65250 -0.59161 0.061
O -21.90918 4.55578 -4.32159 0.040
O -26.55295 23.14590 5.28583 -0.271
O -29.95529 5.30689 2.60624 -0.308
O -27.96148 6.04175 4.09016 -0.300
O -25.97223 23.54408 -4.14863 -0.321
O -28.53127 7.98878 -5.00406 -0.278
O -21.07375 2.79356 -3.19164 0.031
O -25.74826 15.15748 -8.93174 -0.312
O -13.41249 12.31996 -4.48854 -0.298
O -17.47915 20.30550 7.36263 -0.311
O -21.98981 14.23222 -1.58979 -0.320
O -18.60930 9.72667 2.97310 -0.265
O -29.25090 14.33040 0.82092 0.071
O -22.62868 11.62959 -1.05054 -0.324
O -21.72330 9.92067 -8.99882 -0.297
O -27.88922 13.72077 -8.89073 -0.315
O -20.45347 14.61051 0.35461 -0.343
O -13.25367 9.87528 -5.24069 -0.319
O -29.29953 3.88347 4.57581 -0.268
O -16.36272 21.39764 5.39258 -0.292
N -29.96827 15.05941 0.17696 -0.468
N -22.54369 13.16505 0.92667 -0.325
N -21.70311 3.88461 -3.27859 -0.388
N -16.66590 18.58188 -1.84275 -0.440
C -29.21670 7.94456 -3.73717 -0.275
C -28.62499 24.18491 6.09096 -0.047
C -30.19475 4.25072 5.53164 -0.347
C -17.04437 9.50337 -5.30968 -0.058
C -23.26185 24.49685 -4.92814 -0.273
C -17.35789 10.30917 0.87849 -0.097
C -25.54141 15.14050 -10.37738 -0.230
C -26.83986 14.90451 -6.62296 -0.091
C -22.82314 15.99316 0.44755 -0.634
C -27.59582 3.88059 2.61546 -0.107
C -13.37441 11.81935 -7.10951 -0.097
C -24.16471 23.09222 -2.14026 -0.109
C -16.10236 10.23731 -6.29031 -0.320
C -22.02950 4.56126 -1.98881 0.025
C -15.73363 17.97119 6.76999 -0.336
C -24.22996 11.02307 1.03456 -0.641
C -17.83743 19.13483 4.92707 -0.098
C -27.86856 23.31320 5.02590 -0.338
C -28.96413 9.27021 -3.04544 -0.083
C -22.26053 11.40923 -7.19816 -0.050
C -14.59717 17.69722 7.80978 -0.044
C -22.75525 10.22851 -8.06941 -0.265
C -21.87509 7.29657 -9.05540 -0.096
C -25.19508 20.98091 6.23463 -0.068
C -30.50153 3.14368 6.52363 -0.064
C -16.80229 17.46954 -2.83650 0.050
C -17.76066 9.22398 1.94118 -0.563
C -18.37545 8.09403 1.07204 -0.101
C -21.88462 24.78443 -5.53373 -0.071
C -29.97686 7.24945 -7.00317 -0.121
C -29.72497 16.50258 0.32590 0.035
C -24.01337 15.46536 -10.59180 -0.051
H -31.08175 4.46321 4.93483 0.115
H -17.85376 17.23005 -2.99511 0.106
H -25.05684 21.68459 7.05549 0.058
H -23.64088 10.41338 -8.67735 0.117
H -28.79093 16.73092 -0.18747 0.107
H -26.00721 20.26296 6.34905 0.054
H -23.68272 15.46661 -11.63044 0.067
H -30.72629 2.15394 6.12614 0.079
H -18.48866 18.56514 5.58997 0.066
H -21.00075 24.33120 -5.08490 0.079
H -16.37370 17.92817 -3.72760 0.094
H -26.64373 3.89253 3.14602 0.069
H -22.35149 12.37549 -7.69431 0.065
H -15.44054 9.46005 -6.67233 0.113
H -21.32524 4.31472 -1.19424 0.095
H -17.06021 11.27555 1.28541 0.056
H -26.56235 15.89489 -6.26209 0.071
H -29.66790 3.04060 7.21827 0.075
H -23.39368 25.08936 -4.02279 0.104
H -19.31725 8.35242 0.58794 0.068
H -29.42562 10.10587 -3.57155 0.076
H -28.64451 23.67124 7.05213 0.070
H -29.99039 8.30517 -7.27405 0.080
H -23.03642 4.24255 -1.71933 0.098
H -24.89880 22.53051 -1.56260 0.060
H -31.31891 3.47937 7.16182 0.078
H -29.29657 9.28854 -2.00754 0.082
H -13.67366 12.86613 -7.16234 0.056
H -29.63026 24.37513 5.71499 0.075
H -13.84958 11.25823 -7.91416 0.058
H -29.96797 5.15290 6.09974 0.126
H -17.63361 7.65576 0.40445 0.064
H -14.83627 18.07499 8.80388 0.074
H -22.85813 11.45008 -6.28750 0.082
H -23.17154 22.68809 -1.94436 0.082
H -22.84557 9.42229 -7.34143 0.108
H -22.62470 7.36061 -8.26667 0.062
H -12.28448 11.82470 -7.09857 0.058
H -21.93512 24.60978 -6.60846 0.075
H -30.30001 7.83713 -3.79199 0.116
H -27.94393 23.71164 4.01415 0.120
H -23.72831 16.48260 -10.32336 0.074
H -20.81912 7.15888 -8.82288 0.070
H -26.09806 14.11304 -6.51612 0.067
H -15.71249 17.22525 5.97549 0.118
H -30.56752 17.07506 -0.06201 0.096
H -27.91283 9.53509 -2.93273 0.082
H -16.17742 16.65534 -2.46946 0.098
H -21.67235 25.84820 -5.42686 0.074
H -18.16390 10.73426 0.28038 0.062
H -14.48395 16.61862 7.91886 0.069
H -16.84251 8.88008 2.41745 0.108
H -17.19467 18.53430 4.28339 0.075
H -16.65114 9.99078 0.11218 0.060
H -24.37553 24.15682 -2.03881 0.063
H -25.90595 14.17263 -10.72154 0.109
H -18.72397 7.31939 1.75510 0.054
H -17.54738 8.74137 -5.90503 0.073
H -23.44440 14.68720 -10.08305 0.069
H -16.63071 10.69224 -7.12816 0.125
H -29.89055 6.59523 -7.87072 0.066
H -16.63196 8.97371 -4.45092 0.082
H -30.86772 7.02947 -6.41488 0.069
H -23.97171 24.83062 -5.68498 0.114
H -28.08742 25.10465 6.32160 0.070
H -17.72309 10.24071 -4.88100 0.080
H -26.20323 15.88742 -10.81577 0.107
H -21.19270 11.35504 -6.98626 0.078
H -16.72193 17.82848 7.20701 0.112
H -28.03347 2.90403 2.40838 0.071
H -27.74366 14.60333 -6.09329 0.063
H -22.02361 5.65088 -2.01720 0.098
H -13.62189 18.04887 7.47322 0.077
H -29.58136 16.69339 1.38941 0.098
H -18.44906 19.71731 4.23806 0.071
H -22.23432 6.46605 -9.66309 0.061
H -28.35340 22.33725 5.04946 0.109
H -28.81060 7.22247 -3.02880 0.116
H -27.32099 4.41855 1.70817 0.066
H -24.25107 20.46895 6.04796 0.055
```


(3)
# C2H8NOS

2 unconnected molecules or ions with the total composition C2H8NOS (ωB97M-V with the def2-TZVPD basis set, the Open Molecules 2025 dataset).

Properties
Charge: -1
Orbital gap, Eh: 0.2587

Structure (XYZ):
```
13
Properties=species:S:1:pos:R:3:lowdin_charge:R:1
S 1.23658 -0.63375 -0.42793 0.171
O 3.71847 1.41832 0.38500 -0.146
N -2.21771 -1.16273 0.53312 -0.039
C -0.25530 0.39910 -0.14669 -0.749
C -1.53021 -0.41003 -0.52874 -0.430
H -0.28149 1.31025 -0.75168 0.031
H 2.76015 1.40803 0.48162 -0.043
H 3.81554 0.58534 -0.08817 -0.024
H -2.28567 0.16119 -1.09168 0.075
H -0.26199 0.68427 0.91302 0.021
H -1.07524 -0.97491 -1.35375 0.043
H -1.73586 -2.05347 0.67720 0.047
H -1.88726 -0.73161 1.39871 0.042
```


E_LUMO across the listed records, respectively: 0.08; -1.48; 4.24 eV.
E_tot across the listed records, respectively: -764.3842; -9794.4391; -609.2039 Ha.